[1]
{
  "formula": "C4H2Br3Cl",
  "method": "the ωB97M-V functional and the def2-TZVPD basis",
  "gap_ev": [7.8, 7.8],
  "e_homo_ev": [-9.685, -9.683],
  "lumo_energy_ev": [-1.91, -1.91],
  "charge": 0,
  "symbols": ["Br", "Br", "Br", "Cl", "C", "C", "C", "C", "H", "H"],
  "coordinates": [[-0.095, 0.751, -2.270], [0.453, 3.620, 0.338], [-0.157, -2.630, 1.322], [1.955, 1.228, 2.443], [-0.495, 0.663, -0.349], [0.909, 0.897, 1.124], [0.402, -0.343, 0.419], [0.211, 1.806, 0.422], [0.976, -1.084, -0.320], [-1.656, 0.516, -0.343]]
}

---

[2]
{
  "formula": "C4H8N2O2",
  "method": "the ωB97M-V functional and the def2-TZVPD basis",
  "gap_ev": 9.7,
  "e_homo_ev": -8.809,
  "lumo_energy_ev": 0.93,
  "charge": 0,
  "symbols": ["O", "O", "N", "N", "C", "C", "C", "C", "H", "H", "H", "H", "H", "H", "H", "H"],
  "coordinates": [[0.774, 1.082, 1.009], [-0.234, -2.015, 0.758], [-1.366, -0.331, -0.211], [-2.649, 1.213, -1.166], [-1.417, 0.847, -0.881], [1.021, -0.026, 0.164], [-0.222, -0.910, 0.274], [2.273, -0.797, 0.570], [2.168, -1.145, 1.594], [2.402, -1.659, -0.078], [-3.484, 0.689, -0.890], [1.513, 1.695, 0.930], [1.093, 0.312, -0.882], [-2.803, 2.072, -1.666], [-2.220, -0.871, -0.021], [3.151, -0.158, 0.495]]
}

---

[3]
{
  "formula": "C20H13Cl2F3N4S2Ta",
  "method": "the ωB97M-V functional and the def2-TZVPD basis",
  "gap_ev": 6.1,
  "e_homo_ev": -17.856,
  "lumo_energy_ev": -11.71,
  "charge": 3,
  "symbols": ["Ta", "Cl", "Cl", "S", "S", "F", "F", "F", "N", "N", "N", "N", "C", "C", "C", "C", "C", "C", "C", "C", "C", "C", "C", "C", "C", "C", "C", "C", "C", "C", "C", "C", "H", "H", "H", "H", "H", "H", "H", "H", "H", "H", "H", "H", "H"],
  "coordinates": [[0.567, 0.448, 0.589], [-3.925, -0.763, 1.685], [-1.052, -0.298, 2.545], [2.743, 4.350, 1.390], [0.346, -2.103, 0.013], [2.478, -4.771, -0.124], [0.818, -4.928, 1.291], [2.902, -5.442, 1.882], [0.508, 0.598, -1.528], [1.861, 1.802, 0.803], [-1.112, 1.738, 0.268], [1.901, -0.726, 1.592], [-2.387, 1.451, -3.768], [-0.121, 0.406, -4.296], [1.328, -0.092, -2.384], [2.359, -3.186, 1.697], [2.308, 2.914, 1.021], [-2.428, -1.508, 2.064], [3.187, -2.912, 2.821], [2.133, -4.583, 1.170], [-3.179, 2.114, -2.869], [-1.524, 1.748, -1.060], [-1.089, 0.931, -3.423], [-1.697, 2.642, 1.118], [-0.689, 1.082, -2.020], [2.810, -0.456, 2.529], [-2.825, 3.348, 0.732], [0.989, -0.271, -3.716], [-3.317, 3.320, -0.560], [3.317, -1.543, 3.247], [1.704, -2.060, 1.093], [-2.720, 2.384, -1.499], [-4.246, 2.375, -3.159], [-0.319, 0.470, -5.369], [-1.367, 2.698, 2.141], [-4.249, 3.841, -0.816], [-2.534, -2.085, 2.999], [-3.262, 3.926, 1.512], [3.003, 0.612, 2.720], [-2.793, 1.266, -4.798], [-1.878, -1.992, 1.220], [3.730, -3.716, 3.292], [1.553, -1.133, -4.190], [2.213, -0.563, -1.953], [3.955, -1.336, 4.097]]
}

---

[4]
{
  "formula": "C4H9F",
  "method": "the ωB97M-V functional and the def2-TZVPD basis",
  "smiles": "CC(C)(C)F",
  "gap_ev": 11.4,
  "e_homo_ev": -10.441,
  "lumo_energy_ev": 1.00,
  "charge": 0,
  "symbols": ["F", "C", "C", "C", "C", "H", "H", "H", "H", "H", "H", "H", "H", "H"],
  "coordinates": [[-1.123, -0.527, 0.423], [1.207, -0.519, 0.897], [-0.022, 0.095, -0.048], [0.311, -0.580, -1.368], [-0.446, 1.564, 0.083], [1.263, -1.657, 0.744], [1.085, -0.283, 1.935], [-0.488, -0.327, -1.989], [1.305, -0.282, -1.505], [-0.962, 1.631, 1.033], [0.352, 2.278, 0.051], [2.237, -0.052, 0.496], [0.234, -1.645, -1.239], [-1.226, 1.711, -0.719]]
}

---

[5]
{
  "formula": "C20H26N2O7S",
  "method": "the ωB97M-V functional and the def2-TZVPD basis",
  "smiles": "CCOC(=O)c1cc2ccc(O)cc2oc1=O.CNC(=O)[C@H](CCSC)NC(C)=O",
  "gap_ev": 8.4,
  "e_homo_ev": -8.815,
  "lumo_energy_ev": -0.42,
  "charge": 0,
  "symbols": ["S", "O", "O", "O", "O", "O", "O", "O", "N", "N", "C", "C", "C", "C", "C", "C", "C", "C", "C", "C", "C", "C", "C", "C", "C", "C", "C", "C", "C", "C", "H", "H", "H", "H", "H", "H", "H", "H", "H", "H", "H", "H", "H", "H", "H", "H", "H", "H", "H", "H", "H", "H", "H", "H", "H", "H"],
  "coordinates": [[-1.121, 5.580, -0.739], [-1.828, -1.742, -0.208], [-3.946, 1.669, -2.208], [2.063, -4.613, -1.029], [3.559, -5.685, 1.073], [2.747, -4.473, 2.814], [1.505, 2.355, -1.743], [1.880, -2.365, -1.286], [-5.108, 2.374, -0.417], [-2.083, 0.449, -0.313], [-6.367, 2.599, -1.126], [2.439, -0.949, 0.607], [2.166, -3.487, -0.563], [-2.751, 1.745, -0.122], [1.806, 1.271, -0.973], [-3.997, 1.918, -1.008], [2.992, -4.577, 1.618], [1.684, -0.016, -1.491], [5.948, -5.933, 1.171], [-3.950, -0.952, 0.497], [2.653, -3.383, 0.823], [2.238, 1.450, 0.339], [0.401, 5.228, 0.181], [4.762, -5.510, 0.311], [-2.221, 4.268, -0.135], [-2.545, -0.770, -0.042], [2.769, -2.130, 1.391], [2.554, 0.345, 1.137], [2.001, -1.130, -0.711], [-1.719, 2.846, -0.413], [-5.080, 2.569, 0.570], [-1.155, 0.460, -0.704], [1.311, 2.075, -2.653], [2.890, 0.497, 2.159], [4.712, -6.138, -0.584], [-0.836, 2.666, 0.201], [-1.424, 2.782, -1.462], [-3.050, 1.829, 0.923], [0.804, 4.263, -0.123], [6.879, -5.841, 0.603], [-3.185, 4.411, -0.623], [-4.088, -0.346, 1.388], [4.902, -4.476, -0.021], [2.333, 2.457, 0.732], [-4.668, -0.677, -0.273], [-6.675, 1.679, -1.628], [5.833, -6.975, 1.487], [-2.361, 4.392, 0.939], [3.104, -2.024, 2.421], [-6.229, 3.375, -1.881], [1.139, 6.001, -0.034], [0.191, 5.219, 1.250], [1.342, -0.183, -2.506], [-4.090, -2.002, 0.749], [6.018, -5.302, 2.062], [-7.147, 2.906, -0.428]]
}

---

[6]
{
  "formula": "C10H12NO2",
  "method": "the ωB97M-V functional and the def2-TZVPD basis",
  "gap_ev": [7.0, 7.0],
  "e_homo_ev": [-12.625, -12.625],
  "lumo_energy_ev": [-5.59, -5.59],
  "charge": 1,
  "symbols": ["O", "O", "N", "C", "C", "C", "C", "C", "C", "C", "C", "C", "C", "H", "H", "H", "H", "H", "H", "H", "H", "H", "H", "H", "H"],
  "coordinates": [[-2.250, -2.411, -0.602], [-3.437, 0.850, 0.129], [-3.327, -0.356, -0.373], [-1.901, -1.272, -0.481], [1.711, -0.871, 0.025], [0.714, 1.342, -0.146], [1.864, 0.504, 0.040], [2.895, -1.719, 0.243], [0.391, -1.428, -0.219], [-0.707, -0.557, -0.337], [-4.438, 1.482, 0.596], [-0.559, 0.798, -0.245], [3.214, 1.163, -0.019], [0.964, 2.352, -0.077], [-5.399, 1.108, 0.750], [3.802, 0.689, 0.655], [3.716, -1.109, 0.065], [-4.256, 2.491, 1.068], [2.990, 2.219, 0.375], [2.683, -2.600, -0.370], [2.947, -2.061, 1.204], [0.338, -2.536, -0.129], [3.687, 1.351, -1.014], [-1.471, 1.377, -0.429], [-4.171, -0.808, -0.710]]
}

---

Per-record energy relative to the best compared isomer or geometry (same formula, charge and spin), eV: 1.685, 2.175, 0.784, 1.174, 0.000, 4.834
Per-record strongest force on any atom, eV Å⁻¹: 3.168, 1.380, 3.529, 3.943, 2.876, 4.475